No. 1
Formula: C31H41CsN6O5S2
Source: the Open Molecules 2025 dataset
Level of theory: ωB97M-V/def2-TZVPD

Calculated values
highest occupied orbital energy	-6.76	eV
M	774.75	g/mol
max |F|	0.5	eV/A

Each line ends with the Mulliken charge.
Cartesian coordinates (Å):
Cs: 0.74 0.76 -0.93  1.399
C: -3.25 1.81 -3.25  -0.311
C: -4.34 1.94 -2.39  -0.370
C: -4.36 2.95 -1.44  -0.505
C: -3.29 3.83 -1.34  -0.369
C: -2.21 3.70 -2.20  -0.427
C: -2.19 2.70 -3.16  -0.365
H: -3.24 1.02 -3.99  0.314
H: -5.17 1.25 -2.47  0.410
H: -5.21 3.05 -0.78  0.419
H: -3.30 4.61 -0.59  0.408
H: -1.38 4.39 -2.14  0.462
H: -1.34 2.60 -3.83  0.385
O: 3.63 -0.23 1.83  -0.706
S: 2.20 -0.27 2.06  0.973
O: 1.44 -1.16 1.18  -0.637
N: 1.46 1.11 2.05  0.073
C: 2.00 2.25 2.59  0.510
C: 3.01 2.32 3.53  -0.483
C: 3.43 3.54 4.08  -0.962
C: 2.86 4.72 3.71  -0.915
C: 1.83 4.72 2.74  1.026
C: 1.20 5.90 2.30  -0.722
C: 0.23 5.84 1.35  -0.861
C: -0.12 4.58 0.83  0.324
N: 0.43 3.45 1.21  -0.104
C: 1.39 3.50 2.17  -0.388
C: 1.98 -0.99 3.67  0.028
C: 2.90 -1.92 4.14  -0.500
C: 2.70 -2.52 5.37  -0.627
C: 1.60 -2.19 6.14  -0.362
C: 0.68 -1.25 5.67  -0.662
C: 0.88 -0.65 4.44  -0.248
H: 3.50 1.40 3.84  0.460
H: 4.23 3.54 4.81  0.383
H: 3.18 5.67 4.14  0.355
H: 1.51 6.85 2.73  0.399
H: -0.27 6.74 0.99  0.406
H: -0.89 4.51 0.07  0.024
H: 3.77 -2.15 3.53  0.426
H: 3.42 -3.24 5.74  0.389
H: 1.45 -2.65 7.11  0.383
H: -0.17 -0.98 6.28  0.398
H: 0.19 0.10 4.06  0.427
N: -0.37 -0.19 -4.18  -0.323
C: 0.93 -0.59 -4.76  0.275
C: 0.98 -2.02 -5.35  -0.960
C: 0.22 -3.12 -4.60  -0.823
C: 0.71 -3.40 -3.18  -0.544
N: 2.14 -3.59 -3.17  -0.166
C: 2.71 -4.69 -2.85  0.345
N: 2.06 -5.83 -2.43  -0.412
N: 4.07 -4.82 -2.99  -0.497
C: 2.06 -0.19 -3.79  -0.058
O: 2.89 -1.09 -3.31  -0.445
O: 2.17 0.98 -3.47  -0.655
H: -0.65 -0.81 -3.42  -0.006
H: -1.08 -0.32 -4.90  0.329
H: 1.10 0.10 -5.59  0.398
H: 2.02 -2.32 -5.48  0.374
H: 0.55 -1.96 -6.35  0.422
H: 0.30 -4.03 -5.19  0.395
H: -0.85 -2.87 -4.56  0.382
H: 0.14 -4.25 -2.77  0.461
H: 0.48 -2.55 -2.53  0.015
H: 2.66 -2.07 -3.43  0.593
H: 1.15 -5.72 -2.02  0.216
H: 2.62 -6.56 -2.03  0.232
H: 4.54 -3.94 -3.15  0.227
H: 4.54 -5.41 -2.32  0.232
C: -4.20 0.59 2.63  -1.257
C: -3.77 0.48 1.17  -0.258
S: -2.15 -0.29 0.99  0.709
O: -1.89 -0.36 -0.48  -0.840
C: -2.55 -1.98 1.51  -0.649
C: -3.60 -2.65 0.65  -1.143
H: -5.11 1.19 2.70  0.397
H: -3.43 1.06 3.24  0.281
H: -4.42 -0.39 3.06  0.302
H: -3.61 1.46 0.73  -0.013
H: -4.48 -0.06 0.55  0.427
H: -2.81 -1.94 2.57  0.476
H: -1.58 -2.48 1.44  0.409
H: -4.60 -2.30 0.88  0.260
H: -3.59 -3.73 0.80  0.418
H: -3.40 -2.46 -0.41  0.220

***

No. 2
Formula: C31H41N3O5PtS2Te
Source: the Open Molecules 2025 dataset
Level of theory: ωB97M-V/def2-TZVPD

Calculated values
highest occupied orbital energy (spin up / spin down)	-10.38 / -10.62	eV
M	922.50	g/mol
2S+1	2
max |F|	3.3	eV/A
charge	+1

Each line ends with the Löwdin spin population.
Cartesian coordinates (Å):
Pt: 1.69 1.68 1.36  0.546
C: 3.63 0.69 3.38  0.000
C: 2.32 0.15 3.94  0.002
N: 1.24 0.19 2.90  0.008
C: -0.07 0.46 3.50  0.005
C: -0.19 1.88 4.06  0.012
S: 0.66 3.17 3.09  0.171
C: 2.17 3.51 4.04  0.011
C: 3.44 3.24 3.23  0.003
N: 3.41 1.92 2.61  -0.003
H: 4.03 -0.05 2.69  0.000
H: 4.36 0.84 4.17  0.000
H: 1.99 0.74 4.79  0.000
H: 2.45 -0.87 4.29  0.000
H: 1.21 -0.69 2.40  0.001
H: -0.31 -0.25 4.30  0.000
H: -0.81 0.32 2.70  0.000
H: 0.17 1.98 5.08  0.002
H: -1.25 2.14 4.07  0.001
H: 2.12 2.95 4.98  0.000
H: 2.15 4.57 4.30  0.003
H: 4.31 3.36 3.88  0.000
H: 3.52 3.96 2.42  0.000
H: 4.07 1.90 1.80  0.000
O: 4.12 1.41 0.13  0.007
S: 3.31 2.37 -0.65  -0.001
O: 3.98 3.02 -1.73  0.017
O: 2.71 3.39 0.39  0.130
O: 2.03 1.66 -1.03  0.080
C: -4.42 -6.44 -0.68  0.000
C: -3.65 -5.16 -0.61  0.000
C: -2.26 -5.16 -0.52  0.000
C: -1.51 -3.99 -0.44  0.000
C: -0.02 -4.09 -0.34  0.000
C: -2.22 -2.80 -0.46  0.000
Te: -1.11 -0.99 -0.25  0.000
N: -0.07 1.19 0.69  0.009
C: -0.84 1.71 -0.17  -0.001
O: -1.66 0.90 -0.88  0.000
C: -1.11 3.16 -0.31  -0.001
C: -0.14 4.06 -0.73  -0.001
C: -0.47 5.40 -0.82  0.000
C: -1.74 5.84 -0.48  0.000
C: -2.71 4.93 -0.07  0.000
C: -2.39 3.59 0.01  0.000
C: 0.03 -1.12 -1.99  0.000
C: 1.41 -1.19 -1.87  0.000
C: 2.18 -1.29 -0.58  0.001
C: 2.16 -1.20 -3.04  0.000
C: 1.57 -1.12 -4.29  0.000
C: 2.39 -1.10 -5.54  0.000
C: 0.17 -1.06 -4.36  0.000
C: -0.62 -1.05 -3.23  0.000
C: -2.11 -0.99 -3.39  0.000
C: -3.61 -2.74 -0.53  0.000
C: -4.38 -1.45 -0.55  0.000
C: -4.31 -3.94 -0.61  0.000
H: -3.77 -7.31 -0.55  0.000
H: -4.91 -6.54 -1.65  0.000
H: -5.20 -6.47 0.08  0.000
H: -1.73 -6.10 -0.51  0.000
H: 0.26 -5.06 0.07  0.000
H: 0.42 -3.33 0.31  0.000
H: 0.45 -3.99 -1.32  0.000
H: 0.84 3.71 -1.02  0.000
H: 0.28 6.11 -1.15  0.000
H: -1.99 6.89 -0.55  0.000
H: -3.70 5.27 0.18  0.000
H: -3.14 2.87 0.32  0.000
H: 1.56 -1.08 0.31  0.001
H: 2.99 -0.56 -0.56  0.000
H: 2.60 -2.29 -0.46  0.000
H: 3.24 -1.24 -2.97  0.000
H: 3.45 -1.19 -5.32  0.000
H: 2.23 -0.17 -6.09  0.000
H: 2.10 -1.92 -6.20  0.000
H: -0.31 -1.00 -5.33  0.000
H: -2.37 -1.03 -4.44  0.000
H: -2.53 -0.06 -2.98  0.000
H: -2.60 -1.83 -2.90  0.000
H: -3.75 -0.56 -0.57  0.000
H: -5.02 -1.38 0.34  0.000
H: -5.02 -1.40 -1.42  0.000
H: -5.39 -3.91 -0.68  0.000

***

No. 3
Formula: C31H41N4
Source: the Open Molecules 2025 dataset
Level of theory: ωB97M-V/def2-TZVPD

Calculated values
highest occupied orbital energy	-9.33	eV
M	469.70	g/mol
max |F|	2.0	eV/A
charge	+1

Each line ends with the Mulliken charge.
Cartesian coordinates (Å):
C: 1.71 0.95 3.20  -0.983
N: 1.13 1.88 2.25  0.023
C: -0.29 2.31 2.32  -0.652
C: -0.52 3.09 1.02  -0.434
N: 0.77 2.99 0.30  0.204
C: 1.01 3.62 -1.00  -1.043
C: 1.74 2.27 1.04  0.842
C: 3.00 2.03 0.66  -1.541
H: 2.77 1.18 3.35  0.361
H: 1.21 1.03 4.17  0.361
H: 1.62 -0.07 2.84  0.230
H: -0.93 1.43 2.40  0.329
H: -0.44 2.93 3.21  0.344
H: -1.32 2.67 0.41  0.165
H: -0.75 4.15 1.20  0.371
H: 1.61 2.96 -1.62  0.223
H: 0.06 3.81 -1.50  0.342
H: 1.54 4.56 -0.86  0.328
H: 3.39 2.41 -0.26  0.421
H: 3.66 1.43 1.27  0.161
C: -2.78 -0.15 -2.02  -0.807
C: -2.52 -0.38 -3.50  -0.661
N: -1.11 -0.14 -3.87  0.001
C: -0.84 0.27 -5.26  -0.684
C: 0.53 0.95 -5.42  -0.833
C: 1.63 0.07 -4.80  -0.744
C: 1.27 -0.41 -3.42  0.591
C: -0.07 -0.45 -2.98  0.342
C: -0.34 -0.81 -1.64  0.224
C: 0.69 -1.06 -0.77  -0.577
C: 2.04 -1.01 -1.19  0.184
C: 3.08 -1.22 -0.25  -0.471
C: 4.45 -0.97 -0.44  0.505
C: 5.39 -1.47 0.49  -1.085
C: 6.75 -1.30 0.31  0.339
C: 7.23 -0.64 -0.85  0.432
N: 8.60 -0.51 -1.08  0.009
C: 9.59 -0.86 -0.03  -0.593
C: 9.13 -2.04 0.82  -0.867
C: 7.70 -1.86 1.33  -0.898
C: 9.12 0.16 -2.29  -0.662
C: 8.17 0.03 -3.48  -0.868
C: 6.75 0.48 -3.09  -0.552
C: 6.30 -0.12 -1.78  -0.513
C: 4.96 -0.22 -1.52  -0.971
C: 2.28 -0.76 -2.56  -1.693
C: -1.76 -0.90 -1.14  -0.852
H: -2.71 0.92 -1.80  0.213
H: -3.80 -0.44 -1.76  0.406
H: -2.76 -1.41 -3.78  0.245
H: -3.16 0.27 -4.11  0.469
H: -0.88 -0.62 -5.90  0.288
H: -1.64 0.94 -5.60  0.440
H: 0.74 1.17 -6.47  0.396
H: 0.51 1.92 -4.91  0.282
H: 1.83 -0.79 -5.45  0.347
H: 2.57 0.63 -4.75  0.300
H: 0.48 -1.28 0.26  0.484
H: 2.79 -1.63 0.70  0.405
H: 5.04 -2.02 1.35  0.507
H: 10.55 -1.06 -0.50  0.411
H: 9.73 0.03 0.59  0.261
H: 9.18 -2.95 0.21  0.307
H: 9.83 -2.21 1.65  0.391
H: 7.69 -1.20 2.21  0.327
H: 7.30 -2.82 1.68  0.432
H: 9.29 1.21 -2.06  0.282
H: 10.10 -0.26 -2.54  0.442
H: 8.53 0.60 -4.35  0.380
H: 8.14 -1.02 -3.81  0.315
H: 6.70 1.57 -3.03  0.340
H: 6.03 0.19 -3.87  0.293
H: 4.28 0.34 -2.13  1.420
H: 3.26 -0.91 -2.96  1.574
H: -1.79 -0.51 -0.11  0.343
H: -2.04 -1.95 -1.06  0.350

***

Q: What is the max |F| in the third record?
A: 2.0 eV/A